C36H50CdCl2O2 | ωB97M-V/def2-TZVPD

```
91
Properties=species:S:1:pos:R:3:forces:R:3
C 2.576 -3.092 3.183 -0.40 0.27 -0.21
C 1.132 -3.003 2.688 -0.22 0.69 0.10
C 1.075 -3.019 1.175 1.15 -1.72 -0.37
C 1.271 -4.473 0.468 -0.42 0.55 1.43
C 1.071 -5.702 1.379 -1.18 -0.21 -0.52
C -0.335 -6.158 1.947 0.70 0.35 -0.64
C -1.619 -5.852 1.163 0.25 0.61 0.55
C -2.497 -4.743 1.765 -0.22 -0.81 -0.28
C -3.941 -4.760 1.219 1.23 0.96 -0.68
C -4.234 -3.451 0.469 -0.35 0.05 0.64
C -4.848 -2.400 1.381 -0.25 0.81 -0.74
C -5.325 -1.168 0.587 1.31 -0.07 0.07
C -4.239 -0.086 0.486 -0.70 0.09 -0.25
C -4.604 0.913 -0.639 0.39 -0.35 0.36
C -3.639 0.966 -1.837 -0.74 0.90 0.15
C -2.827 2.274 -1.844 1.02 -0.84 0.15
C -1.398 2.131 -2.354 -0.93 0.33 0.37
C -1.133 1.134 -3.272 0.43 -0.38 -0.18
C 0.133 0.973 -3.786 0.10 -0.05 0.00
C 1.189 1.796 -3.425 0.53 -0.12 -0.45
C 2.530 1.535 -4.075 -0.60 -0.56 -0.34
C 3.360 0.482 -3.334 0.00 -0.08 -0.48
C 2.910 -0.906 -3.738 -0.01 -0.09 0.22
Cl 3.362 -2.123 -2.482 -0.20 -0.27 0.22
C 0.946 2.814 -2.503 -0.31 -0.23 -0.04
C -0.351 2.978 -1.986 0.35 0.14 0.16
C -0.593 4.102 -1.038 -0.22 0.45 0.11
O -1.709 4.524 -0.831 -0.35 -0.01 0.02
C 0.557 4.736 -0.363 -0.42 -0.54 -0.11
C 0.343 5.497 0.772 0.19 0.16 0.04
C 1.419 6.123 1.369 -0.45 -0.31 -0.15
C 2.692 5.993 0.832 0.31 0.31 0.38
C 3.828 6.725 1.492 -0.55 0.18 0.14
C 4.526 5.920 2.574 0.95 0.11 -0.26
C 4.992 4.544 2.142 -0.34 0.48 0.26
Cl 6.008 6.857 3.026 -0.09 0.04 0.17
C 2.887 5.205 -0.283 0.28 0.14 -0.16
C 1.821 4.568 -0.890 0.13 0.07 0.41
C 2.043 3.740 -2.086 -0.05 0.44 0.14
O 3.085 3.847 -2.687 0.34 -0.24 -0.25
H 3.167 -2.328 2.690 0.27 0.03 -0.17
H 3.028 -4.062 3.031 0.19 -0.18 0.11
H 2.565 -2.816 4.228 0.16 -0.27 0.35
H 0.784 -2.022 2.998 -0.21 0.17 0.07
H 0.474 -3.717 3.162 -0.13 -0.34 -0.04
H 0.135 -2.492 0.803 0.63 1.56 2.22
H 1.890 -2.402 0.817 -0.10 0.41 -0.38
H 2.297 -4.483 0.140 0.26 -0.06 -0.48
H 0.689 -4.571 -0.515 0.68 -0.79 -0.02
H 1.764 -5.539 2.193 0.11 -0.14 0.29
H 1.427 -6.563 0.828 0.40 -0.01 -0.24
H -0.307 -7.239 1.977 0.41 -0.25 0.17
H -0.415 -5.845 2.977 -0.25 0.24 0.25
H -1.411 -5.706 0.085 -0.07 0.04 -0.16
H -2.227 -6.744 1.204 -0.17 -0.27 -0.26
H -2.112 -3.739 1.614 0.49 0.66 -0.06
H -2.506 -4.866 2.838 0.12 -0.11 0.34
H -4.588 -4.849 2.078 -0.51 -0.09 -0.03
H -4.081 -5.592 0.537 -0.06 -0.29 0.11
H -4.870 -3.604 -0.393 -0.09 -0.07 -0.29
H -3.281 -2.932 0.087 0.06 -0.58 -0.23
H -5.704 -2.808 1.906 0.02 -0.38 0.21
H -4.089 -2.083 2.092 -0.06 -0.02 0.51
H -6.221 -0.738 1.010 -0.29 0.04 0.01
H -5.502 -1.460 -0.443 -0.54 -0.24 -0.15
H -4.170 0.439 1.434 0.21 0.00 0.23
H -3.273 -0.562 0.292 0.22 0.02 -0.05
H -4.710 1.881 -0.163 0.00 0.37 -0.24
H -5.585 0.648 -1.012 -0.31 -0.02 0.01
H -4.278 0.959 -2.714 0.22 -0.34 -0.42
H -2.998 0.088 -1.849 0.09 -0.21 0.00
H -2.795 2.641 -0.832 -0.03 0.34 0.17
H -3.295 3.031 -2.459 -0.36 0.26 0.04
H -1.908 0.479 -3.628 -0.29 -0.05 -0.04
H 0.292 0.189 -4.506 0.06 -0.04 -0.33
H 3.091 2.430 -4.265 0.15 0.24 0.18
H 2.307 1.106 -5.051 -0.01 0.03 -0.27
H 3.283 0.566 -2.257 0.19 0.31 0.22
H 4.382 0.579 -3.677 0.39 0.14 0.44
H 3.381 -1.239 -4.651 0.08 -0.08 -0.21
H 1.841 -0.984 -3.844 -0.24 -0.05 0.02
H -0.653 5.602 1.161 -0.24 0.04 0.04
H 1.254 6.714 2.253 0.06 0.21 0.19
H 4.534 7.101 0.763 0.31 -0.23 -0.22
H 3.412 7.608 1.965 -0.01 0.26 0.10
H 3.948 5.878 3.486 -0.30 -0.07 0.12
H 4.126 3.939 1.900 -0.10 -0.28 -0.13
H 5.641 4.651 1.283 0.15 -0.18 -0.22
H 5.534 4.097 2.962 0.20 -0.27 0.10
H 3.877 5.111 -0.697 0.14 -0.07 -0.16
Cd -0.610 -3.191 -0.505 -2.56 -0.69 -1.68
```
Positions in Å, forces in eV/Å.

Properties
* LUMO level: -11.0 eV
* DFT total energy: -2639.611228 a.u.
* E_HOMO: -13.040 eV
* multiplicity: 1
* charge: +2
* orbital gap: 0.0737 hartree

Löwdin atomic charge list, values in e, 8 entries: -0.05 -0.24 -0.24 -0.20 -0.15 -0.15 -0.21 -0.22



C4H6ClOP | ωB97M-V/def2-TZVPD

```
13
Properties=species:S:1:pos:R:3:forces:R:3
C 1.589 0.852 1.892 0.15 -0.08 1.21
C 1.151 0.662 0.803 1.62 -0.01 1.19
C 0.904 0.584 -0.576 -2.98 -3.07 1.25
C -0.636 0.362 -0.716 0.82 -0.71 1.55
P -1.084 -1.347 -0.203 0.72 0.51 0.12
O -0.417 -2.396 -0.987 -0.09 0.07 0.02
Cl -3.069 -1.208 -0.402 -0.75 -0.24 0.10
H 1.980 0.959 2.871 -0.07 0.06 0.15
H 0.960 1.512 -0.890 1.13 4.61 -2.18
H 1.543 -0.093 -1.089 0.22 -0.63 -0.54
H -1.198 1.164 -0.191 0.42 -0.70 0.01
H -0.818 0.496 -1.730 -0.95 -0.30 -2.00
H -0.905 -1.546 1.219 -0.24 0.49 -0.87
```
Positions in Å, forces in eV/Å.

Properties
* SMILES: C#CCC[P@H](=O)Cl
* LUMO level: 0.9 eV
* DFT total energy: -1032.757654 a.u.
* E_HOMO: -10.231 eV
* multiplicity: 1
* charge: 0
* orbital gap: 0.4073 hartree

natural (NBO) atomic charge list, values in e, 8 entries: -0.23 -0.01 -0.48 -0.74 1.65 -1.06 -0.29 0.24



C6H18KO3 | ωB97M-V/def2-TZVPD

```
28
Properties=species:S:1:pos:R:3:forces:R:3
K 10.547 -22.832 4.030 -0.16 0.14 -0.08
C 11.929 -22.856 8.686 -0.12 0.10 -0.14
C 12.484 -22.473 7.332 0.16 0.00 0.07
O 11.484 -21.867 6.496 -0.13 -0.07 -0.32
H 11.093 -23.546 8.565 0.03 -0.03 0.08
H 11.567 -21.967 9.207 0.02 -0.02 0.07
H 12.695 -23.321 9.302 0.02 -0.03 0.01
H 12.826 -23.353 6.787 -0.01 -0.03 0.00
H 13.341 -21.801 7.428 -0.06 0.00 0.00
H 11.171 -21.063 6.922 0.04 -0.01 0.05
C 11.382 -25.155 1.009 0.22 0.22 0.08
C 10.046 -25.713 1.399 -0.21 -0.05 0.02
O 9.445 -24.830 2.373 0.21 -0.11 0.15
H 11.284 -24.198 0.493 -0.03 -0.05 -0.05
H 11.898 -25.854 0.354 0.05 0.04 -0.07
H 12.011 -25.001 1.892 0.01 -0.10 -0.04
H 10.161 -26.717 1.816 -0.03 0.08 0.10
H 9.393 -25.790 0.527 -0.03 0.04 0.03
H 8.691 -25.288 2.757 -0.12 0.03 -0.08
C 6.627 -19.742 3.012 0.20 0.11 0.18
C 8.003 -19.918 3.627 -0.16 0.01 -0.01
O 8.799 -20.890 2.929 0.22 -0.25 0.17
H 6.032 -20.644 3.134 -0.04 -0.04 -0.13
H 6.706 -19.485 1.955 -0.05 -0.04 -0.03
H 6.113 -18.920 3.510 -0.03 -0.03 -0.01
H 7.905 -20.301 4.644 0.06 0.04 0.01
H 8.537 -18.967 3.674 0.02 0.00 -0.05
H 8.789 -20.688 1.988 -0.08 0.07 0.00
```
Positions in Å, forces in eV/Å.

Properties
* LUMO level: -3.0 eV
* DFT total energy: -1064.881580 a.u.
* E_HOMO: -13.893 eV
* multiplicity: 1
* charge: +1
* orbital gap: 0.4010 hartree

natural (NBO) atomic charge list, values in e, 8 entries: 0.98 -0.64 -0.06 -0.78 0.21 0.21 0.23 0.17



C5H8O | ωB97M-V/def2-TZVPD

```
14
Properties=species:S:1:pos:R:3:forces:R:3
C 1.655 0.234 -0.151 0.06 0.00 -0.03
C 0.265 0.233 0.477 0.22 0.03 -0.03
C -0.445 -1.137 0.394 -0.12 -0.09 0.07
C -1.643 -0.351 -0.153 -0.16 -0.02 0.03
O -2.823 -0.529 -0.076 0.00 -0.07 -0.18
C -0.804 0.905 -0.416 -0.16 0.08 0.01
H 1.498 -0.162 -1.164 0.16 0.06 0.10
H 2.110 1.221 -0.280 -0.17 -0.06 0.24
H 2.383 -0.433 0.322 -0.20 0.16 0.19
H 0.054 0.600 1.491 1.06 0.13 -0.12
H -0.613 -1.652 1.344 -0.12 0.00 -0.21
H 0.048 -1.830 -0.300 -0.27 0.19 -0.06
H -1.225 1.842 -0.042 -0.10 -0.17 -0.14
H -0.459 1.059 -1.446 -0.20 -0.24 0.12
```
Positions in Å, forces in eV/Å.

Properties
* SMILES: CC1CC(=O)C1
* LUMO level: 1.0 eV
* DFT total energy: -270.519694 a.u.
* E_HOMO: -9.539 eV
* multiplicity: 1
* charge: 0
* orbital gap: 0.3876 hartree

natural (NBO) atomic charge list, values in e, 8 entries: -0.60 -0.21 -0.52 0.61 -0.51 -0.52 0.20 0.21



C9H13Cl2P | ωB97M-V/def2-TZVPD

```
25
Properties=species:S:1:pos:R:3:forces:R:3
C -0.565 -0.371 -1.753 -1.13 0.96 3.36
C -1.164 0.804 -1.219 -0.46 -0.36 -1.97
C 0.028 -1.255 -0.781 2.08 -0.67 -1.34
C 0.207 -0.934 0.495 -0.66 1.98 1.42
C -0.366 0.337 1.088 -1.90 -1.14 -1.97
C -1.012 1.173 0.080 1.47 1.47 -1.21
C 0.820 -2.479 -1.233 -0.09 -1.48 -0.17
C 0.890 -1.712 1.526 0.63 -1.94 0.75
C -1.621 2.406 0.571 0.70 -1.66 3.33
P 1.241 2.733 -0.721 -1.03 0.73 -0.95
Cl 2.229 2.409 0.943 0.82 0.04 2.06
Cl 2.177 1.348 -1.801 0.31 -0.75 -1.14
H -0.920 -0.778 -2.630 -0.22 -0.56 -2.18
H -1.805 1.501 -1.838 0.93 -1.00 0.43
H -1.287 0.228 1.664 -0.26 -1.28 0.89
H 0.215 0.853 1.792 1.47 0.82 0.67
H 0.930 -2.505 -2.348 -0.13 -0.14 1.01
H 0.334 -3.440 -0.866 0.20 1.01 -0.74
H 1.842 -2.602 -0.765 -0.93 0.74 -0.58
H 0.597 -1.180 2.447 1.09 -0.68 0.12
H 2.010 -1.952 1.385 -1.56 0.88 0.34
H 0.424 -2.726 1.596 0.30 0.51 0.02
H -1.838 3.142 -0.076 -1.33 2.09 -2.81
H -0.922 2.903 1.233 0.29 0.03 0.59
H -2.445 2.099 1.210 -0.59 0.42 0.08
```
Positions in Å, forces in eV/Å.

Properties
* LUMO level (alpha / beta): -0.5 / -0.2 eV
* DFT total energy: -1612.391875 a.u.
* E_HOMO (alpha / beta): -6.769 / -7.223 eV
* multiplicity: 1
* charge: 0
* orbital gap (alpha / beta): 0.2297 / 0.2580 hartree

natural (NBO) atomic charge list, values in e, 8 entries: -0.19 -0.24 -0.05 0.03 -0.51 0.09 -0.64 -0.65



C39H38As2ClN4O12SeTi | ωB97M-V/def2-TZVPD

```
98
Properties=species:S:1:pos:R:3:forces:R:3
Ti 0.160 0.280 0.203 0.06 1.30 0.37
C -3.166 -1.722 1.705 -0.16 -0.05 -0.11
C -1.749 -1.659 1.225 0.19 0.35 -0.05
O -1.365 -0.458 0.825 -1.43 -1.10 0.74
C -0.957 -2.748 1.240 0.37 -0.23 -0.11
C 0.493 -2.955 0.999 -0.15 0.05 0.18
C 0.963 -4.180 1.784 0.01 0.09 0.08
N 1.444 -2.343 0.397 -0.05 0.12 -0.69
N 1.086 -1.650 -2.026 -0.10 -0.06 0.26
C -0.222 -0.973 -2.226 0.20 0.32 -0.04
O -0.344 0.204 -1.608 -0.49 -0.54 -1.31
C -0.639 -0.875 -3.691 0.08 -0.04 -0.06
C 0.069 -1.424 -4.748 0.09 0.06 -0.08
C -0.462 -1.399 -6.037 -0.02 0.05 0.04
C -1.703 -0.825 -6.270 0.04 0.03 0.05
C -2.406 -0.254 -5.212 0.00 -0.05 -0.01
C -1.876 -0.280 -3.933 -0.07 -0.06 0.00
H -3.826 -1.954 0.863 0.02 0.05 0.05
H -3.464 -0.754 2.106 0.00 0.01 0.02
H -3.292 -2.486 2.470 -0.03 -0.01 -0.04
H -1.440 -3.630 1.639 0.04 -0.04 0.02
H 0.276 -5.017 1.632 0.05 0.06 0.01
H 0.983 -3.957 2.858 -0.04 -0.03 -0.10
H 1.961 -4.462 1.459 -0.02 0.02 0.02
H 1.042 -1.867 -4.574 -0.04 0.00 0.02
H 0.097 -1.838 -6.856 -0.03 0.02 0.04
H -2.123 -0.822 -7.270 0.03 0.01 0.04
H -3.373 0.208 -5.388 0.08 -0.05 0.02
H -2.418 0.151 -3.098 0.03 -0.01 -0.05
Cl 1.913 -6.780 -2.777 -0.10 0.15 0.03
C 0.933 -5.367 -2.447 0.06 -0.02 0.02
C -0.421 -5.524 -2.201 -0.07 -0.01 0.02
C -1.224 -4.411 -1.940 -0.06 -0.17 0.03
C -0.622 -3.173 -1.936 -0.22 -0.08 0.01
O -1.206 -1.984 -1.687 -0.18 0.19 0.12
C 0.735 -3.029 -2.177 0.41 0.16 0.00
C 1.839 -1.443 -0.716 -0.76 0.24 -0.10
O 1.890 -0.097 -0.318 1.06 -1.18 -0.39
C 1.540 -4.113 -2.434 0.11 -0.08 -0.04
H -0.853 -6.517 -2.219 0.03 0.06 0.00
H -2.283 -4.521 -1.730 0.11 0.02 -0.05
H 2.840 -1.752 -0.975 0.34 -0.18 -0.02
H 2.604 -4.006 -2.609 -0.07 -0.01 0.00
Se 2.587 -0.518 2.367 0.28 0.15 -0.58
N 0.941 0.172 2.174 0.54 -0.73 1.84
C 0.319 -0.050 3.350 -0.05 0.20 -0.16
C -0.987 0.416 3.697 0.22 -0.12 -0.14
C -1.489 0.112 4.916 0.04 -0.15 0.30
C -0.743 -0.660 5.871 -0.31 0.16 -0.01
C 0.504 -1.099 5.594 0.20 0.00 -0.14
C 1.080 -0.781 4.322 -0.31 0.00 0.40
N 2.323 -1.097 3.983 0.04 0.16 0.00
H -1.548 1.013 2.999 -0.06 0.06 -0.16
H -2.475 0.469 5.185 0.03 -0.01 0.03
H -1.184 -0.874 6.838 -0.03 0.01 -0.08
H 1.084 -1.667 6.311 0.02 0.04 -0.08
C -0.979 2.877 -4.524 0.10 0.08 0.06
O 0.002 3.071 -3.489 0.27 0.02 -0.18
C -0.402 3.230 -2.248 0.61 0.17 0.46
O -1.520 3.068 -1.838 -0.48 0.10 0.14
C 0.739 3.556 -1.279 -0.68 -0.50 -0.19
C 1.840 4.216 -1.597 0.45 0.52 -0.38
As 3.535 4.342 -0.564 -0.32 0.38 0.09
C 4.167 2.549 -1.008 0.01 -0.07 0.01
C 2.877 3.929 1.260 0.47 0.26 0.01
C 1.740 3.358 1.632 -0.31 -0.37 0.45
As 0.216 2.847 0.488 0.83 0.80 -0.54
C -0.993 4.254 0.991 -0.27 -0.02 -0.02
C 1.421 3.045 3.089 -0.07 0.13 -0.48
O 0.333 3.258 3.561 -0.11 0.14 0.05
O 2.414 2.444 3.730 0.21 -0.03 0.04
C 2.267 2.275 5.153 0.07 0.01 -0.11
C 3.871 4.428 2.297 -0.17 -0.27 -0.23
O 3.604 4.941 3.347 -0.18 0.06 0.07
O 5.122 4.277 1.837 0.10 -0.07 0.03
C 6.179 4.744 2.695 -0.07 -0.05 -0.12
C 1.962 5.005 -2.901 0.03 -0.50 0.46
O 1.101 5.644 -3.431 -0.30 0.11 0.05
O 3.231 4.975 -3.329 0.18 -0.10 -0.18
C 3.511 5.740 -4.514 0.03 -0.08 0.10
H -0.878 3.716 -5.209 -0.01 0.04 -0.01
H -1.978 2.840 -4.105 -0.05 -0.02 0.06
H -0.746 1.944 -5.022 0.03 -0.05 -0.03
H 4.433 2.538 -2.064 0.01 0.01 -0.01
H 3.402 1.802 -0.814 -0.04 -0.08 0.01
H 5.053 2.348 -0.408 0.01 0.00 0.00
H -0.471 5.194 0.857 0.02 0.17 0.00
H -1.265 4.111 2.026 -0.06 0.03 0.19
H -1.853 4.188 0.337 -0.10 0.05 -0.08
H 2.768 3.109 5.641 -0.01 0.04 0.03
H 2.753 1.336 5.400 0.05 -0.01 0.01
H 1.219 2.248 5.430 -0.09 -0.03 0.00
H 7.030 4.925 2.047 0.02 -0.02 -0.02
H 6.418 3.978 3.429 -0.02 -0.04 0.04
H 5.882 5.653 3.206 -0.04 0.08 0.00
H 4.591 5.832 -4.556 0.02 -0.02 -0.01
H 3.041 6.716 -4.457 -0.02 0.06 0.05
H 3.140 5.215 -5.391 -0.04 -0.04 -0.02
```
Positions in Å, forces in eV/Å.

Properties
* LUMO level (alpha / beta): -1.1 / -1.1 eV
* DFT total energy: -10813.506118 a.u.
* E_HOMO (alpha / beta): -7.122 / -7.678 eV
* multiplicity: 2
* charge: 0
* orbital gap (alpha / beta): 0.2226 / 0.2408 hartree

Löwdin atomic charge list, values in e, 8 entries: 0.76 -0.01 -0.41 -0.19 -0.01 -0.33 -0.03 0.09